Record 1
Molecular formula: C28H40BaNO2
Method: DFT, ωB97M-V with the def2-TZVPD basis set

Geometry as XYZ:
```
72
Properties=species:S:1:pos:R:3:lowdin_charge:R:1
O -4.161 -5.136 -1.404 -0.10
C -4.862 -6.117 -0.556 -0.17
C -5.268 -7.052 -1.684 -0.09
H -5.751 -5.688 -0.064 0.13
H -4.222 -6.652 0.162 0.11
C -4.544 -5.984 -2.542 -0.56
H -6.347 -7.031 -1.900 0.11
H -4.858 -8.070 -1.697 0.12
C -5.655 -5.388 -3.393 -0.03
H -6.421 -4.989 -2.713 0.09
H -6.110 -6.190 -4.003 0.10
H -5.300 -4.581 -4.041 0.09
C -3.329 -6.438 -3.328 -0.01
H -2.503 -6.752 -2.679 0.08
H -2.984 -5.619 -3.970 0.09
H -3.573 -7.287 -3.978 0.09
Ba -1.309 -0.080 -0.010 1.77
C 1.957 0.016 -0.222 -0.23
C 1.725 0.066 1.175 -0.23
C 1.304 -1.222 1.609 -0.23
H 1.903 0.951 1.785 0.06
C 1.325 -2.081 0.472 -0.26
C 1.705 -1.311 -0.665 -0.25
H 1.841 -1.686 -1.687 0.07
H 2.321 0.845 -0.835 0.07
H 1.106 -1.525 2.639 0.07
H 1.200 -3.167 0.482 0.06
C -0.213 2.341 -1.936 -0.21
C 0.033 1.146 -2.673 -0.23
C -1.229 0.556 -3.000 -0.29
H 1.023 0.775 -2.978 0.09
C -2.254 1.390 -2.455 -0.34
C -1.621 2.476 -1.774 -0.26
H -2.119 3.317 -1.287 0.08
H 0.553 3.066 -1.644 0.07
H -1.375 -0.330 -3.635 0.07
H -3.330 1.268 -2.615 0.07
O -2.048 -2.718 0.318 -0.36
C -1.455 -3.551 -0.759 -0.18
C -1.039 -4.881 -0.099 -0.13
H -0.640 -2.992 -1.243 0.10
H -2.226 -3.693 -1.545 0.11
C -2.160 -4.991 0.936 -0.17
H -0.044 -4.845 0.383 0.10
H -1.038 -5.753 -0.760 0.10
C -2.512 -3.577 1.396 -0.16
H -2.012 -5.764 1.689 0.12
H -3.034 -5.326 0.358 0.05
H -2.058 -3.288 2.359 0.13
H -3.589 -3.407 1.400 0.11
C 3.409 3.219 2.769 -0.11
N 2.761 2.998 1.491 -0.28
C 3.684 3.214 0.388 -0.11
C 1.420 3.560 1.302 -0.17
C 0.434 3.095 2.352 -0.29
C 0.370 3.831 3.564 -0.09
C -0.326 3.320 4.658 -0.14
C -0.996 2.104 4.543 -0.13
C -0.999 1.409 3.300 -0.21
C -0.366 1.982 2.231 -0.19
H 3.596 4.287 2.970 0.07
H 4.385 2.717 2.743 0.08
H 2.834 2.801 3.600 0.08
H 3.239 2.904 -0.565 0.07
H 3.968 4.277 0.301 0.07
H 4.595 2.621 0.556 0.08
H 1.497 4.672 1.335 0.11
H 1.079 3.270 0.290 0.09
H 0.915 4.774 3.618 0.09
H -0.337 3.875 5.599 0.08
H -1.505 1.658 5.400 0.07
H -1.501 0.438 3.263 0.05
```

Values from the calculation:
**Orbital gap**: 4.4 eV
**HOMO level**: -2.6 eV
**Relative energy (zero: lowest compared OMol25 entry of this formula, charge and spin)**: 0.00 kcal per mole
**Lowest unoccupied orbital energy**: 1.831 eV
**Charge**: -1
**Electronic energy**: -35960.613 eV
**F_max**: 3.72 eV/Å



Record 2
Molecular formula: C28H40BeCaCl2FN3O16PS2
Method: DFT, ωB97M-V with the def2-TZVPD basis set

Geometry as XYZ:
```
95
Properties=species:S:1:pos:R:3:lowdin_charge:R:1
C 2.141 1.551 -2.931 -0.32
C 1.349 1.290 -4.248 -0.24
C -0.094 1.719 -4.078 -0.23
C -0.225 3.188 -4.320 -0.25
N -1.625 3.612 -4.454 -0.13
S -2.431 3.560 -3.014 0.37
O -1.884 4.457 -2.085 -0.32
O -2.465 2.248 -2.491 -0.43
N -3.949 4.023 -3.350 -0.36
S -4.669 2.861 -4.068 0.12
O -3.955 2.108 -5.013 -0.36
O -5.921 3.261 -4.558 -0.37
Cl -4.975 1.648 -2.434 0.42
H 2.481 0.609 -2.568 -0.01
H 2.979 2.170 -3.143 0.04
H 1.502 2.065 -2.129 -0.09
H 1.439 0.276 -4.593 0.09
H 1.772 1.947 -4.995 0.08
H -0.327 1.497 -3.057 0.08
H -0.781 1.150 -4.677 0.12
H 0.239 3.382 -5.271 0.11
H 0.341 3.768 -3.612 0.12
H -1.610 4.597 -4.667 0.09
F -4.861 0.395 0.098 -0.01
C -5.894 0.371 0.968 -0.28
C -6.563 1.545 1.237 -0.01
C -7.624 1.517 2.127 -0.09
C -7.990 0.326 2.737 -0.12
C -7.297 -0.842 2.453 -0.09
C -6.241 -0.826 1.557 0.00
H -6.254 2.463 0.753 0.12
H -8.165 2.427 2.343 0.10
H -8.816 0.309 3.435 0.09
H -7.577 -1.770 2.931 0.10
H -5.691 -1.728 1.316 0.12
N -2.033 0.857 1.604 0.20
H -2.948 0.766 1.158 0.10
H -1.356 1.370 0.893 -0.05
H -2.115 1.405 2.453 0.09
H -1.664 -0.096 1.843 0.05
C -2.232 -4.162 0.452 -0.01
C -2.490 -3.329 1.564 -0.41
C -1.390 -2.283 1.831 -0.33
O -1.472 -1.412 2.702 0.00
C -0.223 -2.327 1.016 -0.05
C 0.026 -3.141 -0.055 -0.36
C -1.105 -4.127 -0.406 -0.41
O -1.015 -4.850 -1.393 0.01
O 1.105 -3.131 -0.775 -0.25
O -3.464 -3.335 2.315 -0.01
H -2.958 -4.918 0.183 0.10
H 0.533 -1.598 1.323 0.05
Be -0.151 2.924 0.474 0.55
Ca 2.230 -1.297 -0.174 1.51
C 8.285 -4.746 -2.534 -0.05
O 6.961 -4.540 -2.069 -0.05
C 6.299 -5.637 -1.797 -0.63
O 6.709 -6.774 -1.904 0.10
O 5.085 -5.283 -1.377 0.01
C 4.236 -6.373 -1.033 -0.04
H 8.707 -3.765 -2.714 0.09
H 8.881 -5.254 -1.780 0.10
H 8.281 -5.312 -3.467 0.09
H 4.663 -6.948 -0.214 0.10
H 4.061 -7.013 -1.896 0.09
H 3.290 -5.948 -0.712 0.09
Cl 2.522 2.172 -0.552 -0.15
C 3.850 -1.041 2.735 -0.12
C 3.871 -1.539 4.032 -0.08
C 3.469 -0.732 5.087 -0.10
C 3.036 0.568 4.844 -0.09
C 3.012 1.063 3.548 -0.07
C 3.422 0.263 2.491 -0.12
H 4.168 -1.670 1.911 0.05
H 4.202 -2.552 4.216 0.10
H 3.490 -1.116 6.100 0.09
H 2.717 1.195 5.668 0.10
H 2.672 2.072 3.356 0.11
H 3.402 0.660 1.481 0.00
C -3.079 3.693 2.090 -0.12
C -2.443 5.110 2.260 -0.71
C -2.321 5.728 0.840 -0.11
O -1.218 4.973 2.821 -0.36
H -2.441 3.053 1.466 -0.03
H -3.217 3.212 3.064 0.06
H -4.070 3.754 1.606 0.06
H -3.210 5.731 2.810 0.10
H -1.690 5.125 0.196 -0.01
H -1.902 6.736 0.883 0.06
H -3.309 5.801 0.359 0.06
O 7.288 -1.113 1.028 -0.17
P 7.197 -2.630 1.013 -0.10
O 7.480 -3.094 -0.418 -0.13
O 5.792 -3.046 1.419 -0.22
O 8.216 -3.277 1.938 -0.21
```

Values from the calculation:
**Orbital gap**: 1.5 eV
**HOMO level**: 0.1 eV
**Lowest unoccupied orbital energy**: 1.531 eV
**Charge**: -3
**Electronic energy**: -144469.835 eV
**F_max**: 4.36 eV/Å



Record 3
Molecular formula: C28H40BrF9NO10PS2
Method: DFT, ωB97M-V with the def2-TZVPD basis set

Geometry as XYZ:
```
92
Properties=species:S:1:pos:R:3:lowdin_charge:R:1
C 6.236 -2.339 -0.505 -0.09
C 5.282 -3.450 -0.944 -0.25
C 4.150 -2.935 -1.835 -0.19
C 2.875 -2.668 -1.030 -0.20
N 2.137 -1.466 -1.474 -0.21
C 0.835 -1.365 -0.800 -0.19
C -0.296 -0.956 -1.750 -0.14
C -1.516 -1.895 -1.698 -0.16
C -2.709 -1.192 -1.059 -0.16
C -3.937 -2.002 -1.141 -0.14
C -4.496 -2.852 -0.271 -0.30
P -3.760 -3.250 1.322 0.56
O -4.268 -4.783 1.490 -0.34
Br -5.145 -2.145 2.702 0.28
C -5.756 -3.375 -0.902 -0.38
O -6.744 -3.865 -0.379 0.15
O -5.635 -3.111 -2.269 0.13
C -4.829 -1.980 -2.355 -0.34
O -4.940 -1.125 -3.217 0.16
C 2.906 -0.293 -1.239 -1.09
S 3.438 0.578 -2.481 0.75
S 3.332 0.137 0.446 0.89
C 2.676 1.808 0.623 -0.49
C 1.174 1.935 0.850 -0.30
C 0.644 1.164 2.042 -0.11
H 6.702 -2.566 0.443 0.07
H 6.982 -2.178 -1.272 0.07
H 5.704 -1.402 -0.378 0.04
H 5.861 -4.202 -1.464 0.10
H 4.863 -3.911 -0.056 0.10
H 4.451 -2.052 -2.382 0.07
H 3.943 -3.709 -2.563 0.10
H 2.236 -3.532 -1.131 0.12
H 3.122 -2.567 0.028 0.10
H 0.606 -2.335 -0.377 0.11
H 0.853 -0.678 0.033 0.06
H -0.646 0.025 -1.450 0.09
H 0.071 -0.853 -2.759 0.11
H -1.291 -2.775 -1.106 0.10
H -1.740 -2.222 -2.706 0.12
H -2.875 -0.229 -1.526 0.13
H -2.474 -0.987 -0.021 0.11
H -3.609 -5.226 2.028 0.04
H 2.958 2.420 -0.224 0.06
H 3.200 2.215 1.477 0.07
H 0.660 1.645 -0.061 0.09
H 0.986 2.985 1.041 0.11
H 1.108 1.476 2.968 0.06
H 0.748 0.092 1.948 0.05
H -0.417 1.369 2.144 0.07
C -8.747 0.964 3.232 -0.06
C -8.380 1.985 2.178 -0.19
O -7.679 3.109 2.753 0.04
C -6.397 2.923 2.992 -0.41
O -5.763 1.934 2.785 0.16
C -5.785 4.216 3.559 -0.56
F -6.537 4.734 4.525 0.18
F -5.662 5.128 2.594 0.18
F -4.576 3.980 4.057 0.16
H -9.325 1.432 4.029 0.08
H -9.341 0.167 2.788 0.09
H -7.857 0.523 3.678 0.07
H -9.272 2.410 1.725 0.13
H -7.776 1.546 1.385 0.13
C -1.989 5.532 5.164 -0.06
C -1.542 4.097 5.003 -0.19
O -0.139 4.026 4.673 0.03
C 0.696 4.158 5.688 -0.41
O 0.416 4.324 6.834 0.18
C 2.143 4.024 5.184 -0.57
F 2.338 4.747 4.082 0.17
F 2.405 2.745 4.893 0.16
F 2.997 4.425 6.107 0.19
H -1.749 6.105 4.268 0.09
H -3.062 5.576 5.332 0.07
H -1.486 6.008 6.005 0.08
H -2.060 3.626 4.172 0.11
H -1.742 3.507 5.896 0.13
C 6.084 -0.123 -7.562 -0.06
C 4.968 -1.103 -7.277 -0.19
O 5.484 -2.422 -7.000 0.04
C 5.937 -2.613 -5.775 -0.41
O 5.966 -1.819 -4.888 0.17
C 6.403 -4.071 -5.619 -0.57
F 7.153 -4.452 -6.651 0.17
F 5.343 -4.879 -5.552 0.17
F 7.109 -4.215 -4.510 0.18
H 6.712 -0.488 -8.375 0.08
H 5.669 0.843 -7.845 0.08
H 6.717 0.017 -6.687 0.08
H 4.331 -1.227 -8.150 0.13
H 4.343 -0.775 -6.448 0.12
```

Values from the calculation:
**Structure (SMILES)**: CCCCN(CCCCC1=C(P(O)Br)C(=O)OC1=O)C(=S)SCCC.CCOC(=O)C(F)(F)F.CCOC(=O)C(F)(F)F.CCOC(=O)C(F)(F)F
**Orbital gap**: 7.3 eV
**HOMO level**: -8.5 eV
**Lowest unoccupied orbital energy**: -1.209 eV
**Electronic energy**: -177110.245 eV
**F_max**: 3.18 eV/Å



Record 4
Molecular formula: C28H40F6NO2PW
Method: DFT, ωB97M-V with the def2-TZVPD basis set

Geometry as XYZ:
```
79
Properties=species:S:1:pos:R:3:mulliken_spin:R:1
W -2.225 0.066 -0.180 1.04
C 3.761 -3.627 0.317 0.05
C 3.408 -2.967 1.668 0.06
C 4.317 -1.737 1.889 0.04
C 3.656 -3.974 2.791 0.01
C 1.980 -2.491 1.605 -0.06
C 1.622 -1.565 0.587 0.12
C 0.335 -1.136 0.509 0.06
N -0.270 -0.242 -0.388 0.03
C 0.368 0.562 -1.340 0.10
C 1.564 0.376 -1.977 0.05
C 1.979 1.335 -2.921 -0.06
C 1.143 2.466 -3.198 0.19
C -0.082 2.681 -2.630 0.08
C -0.472 1.687 -1.692 0.26
O -1.638 1.696 -1.074 0.10
C -0.971 3.874 -2.960 0.01
C -2.295 3.376 -3.563 0.01
C -0.293 4.790 -3.979 0.00
C -1.232 4.683 -1.677 0.01
C 3.278 1.204 -3.667 0.06
C 2.959 1.128 -5.178 0.04
C 4.131 2.461 -3.386 0.04
C 4.074 -0.036 -3.264 0.01
C -0.622 -1.579 1.494 0.25
O -1.803 -1.002 1.391 0.12
C -0.307 -2.521 2.520 0.10
C 0.996 -2.947 2.523 0.16
C -1.350 -2.996 3.520 0.02
C -1.838 -1.798 4.356 0.01
C -2.524 -3.643 2.765 0.01
C -0.758 -4.037 4.471 0.00
H 4.790 -3.982 0.366 0.00
H 3.693 -2.932 -0.521 0.00
H 3.117 -4.484 0.113 0.00
H 5.351 -2.078 1.933 0.00
H 4.085 -1.235 2.829 0.00
H 4.243 -1.010 1.079 0.00
H 4.704 -4.271 2.771 0.00
H 3.061 -4.881 2.668 0.00
H 3.460 -3.548 3.776 0.00
H 2.386 -1.226 -0.089 0.02
H 2.169 -0.497 -1.816 0.01
H 1.507 3.179 -3.921 0.00
H -2.121 2.781 -4.462 0.00
H -2.899 4.237 -3.848 0.00
H -2.880 2.787 -2.857 0.00
H -0.111 4.286 -4.930 0.00
H 0.647 5.198 -3.604 0.00
H -0.952 5.633 -4.183 0.00
H -1.774 4.111 -0.926 0.00
H -1.836 5.555 -1.927 0.00
H -0.297 5.040 -1.243 0.00
H 2.450 2.020 -5.542 0.00
H 2.347 0.256 -5.412 0.00
H 3.899 1.040 -5.722 0.01
H 3.652 3.379 -3.724 0.00
H 5.072 2.365 -3.928 0.00
H 4.360 2.557 -2.324 0.00
H 3.535 -0.961 -3.483 0.00
H 4.349 -0.018 -2.206 0.00
H 5.001 -0.064 -3.835 0.00
H 1.304 -3.658 3.271 0.00
H -2.341 -1.043 3.755 0.00
H -1.010 -1.330 4.890 0.00
H -2.549 -2.160 5.099 0.00
H -3.053 -2.936 2.128 0.00
H -3.239 -4.028 3.492 0.00
H -2.186 -4.484 2.156 0.00
H 0.058 -3.630 5.071 0.00
H -0.404 -4.924 3.942 0.00
H -1.535 -4.360 5.162 0.00
F -11.658 2.380 4.893 0.00
P -12.912 2.993 5.408 0.00
F -12.645 3.628 6.723 0.00
F -13.383 4.019 4.443 0.00
F -13.949 1.942 5.561 0.00
F -3.228 -0.917 -1.316 0.01
F -3.171 1.182 0.957 0.05
```

Values from the calculation:
**Orbital gap (alpha / beta)**: 8.0 / 6.0 eV
**HOMO level (alpha / beta)**: -16.2 / -16.5 eV
**Relative energy (zero: lowest compared OMol25 entry of this formula, charge and spin)**: 0.00 kcal per mole
**Multiplicity**: 4
**Lowest unoccupied orbital energy (alpha / beta)**: -8.244 / -10.519 eV
**Charge**: +3
**Electronic energy**: -62669.605 eV
**F_max**: 0.15 eV/Å



Record 5
Molecular formula: C28H40F8O28
Method: DFT, ωB97M-V with the def2-TZVPD basis set

Geometry as XYZ:
```
104
Properties=species:S:1:pos:R:3:lowdin_charge:R:1
O -19.982 10.947 -11.699 0.15
C -18.931 11.517 -11.491 -0.58
O -18.579 12.616 -12.088 0.06
C -17.736 13.368 -11.277 -0.04
C -16.875 12.137 -10.809 -0.27
F -16.262 12.385 -9.633 0.07
O -17.903 11.127 -10.697 0.14
H -17.069 14.041 -11.817 0.14
H -18.290 13.828 -10.459 0.15
H -16.139 11.921 -11.584 0.17
O -20.412 18.622 -10.572 0.13
C -20.634 19.664 -11.190 -0.54
O -20.933 19.725 -12.438 0.12
C -20.961 21.067 -12.810 -0.09
C -21.160 21.849 -11.561 -0.34
F -22.474 21.967 -11.541 0.10
O -20.660 20.923 -10.623 0.14
H -19.952 21.154 -13.213 0.14
H -21.591 21.296 -13.669 0.15
H -20.694 22.831 -11.652 0.18
O -24.552 13.433 -15.561 0.17
C -23.508 13.727 -16.115 -0.49
O -22.895 13.084 -17.112 0.09
C -21.501 13.249 -16.935 -0.08
C -21.471 14.652 -16.514 -0.39
F -21.735 15.392 -17.566 0.12
O -22.602 14.694 -15.739 0.13
H -21.029 12.555 -16.239 0.14
H -20.972 12.949 -17.839 0.15
H -20.535 14.898 -16.011 0.18
O -15.255 7.282 -6.856 0.13
C -14.036 7.477 -6.745 -0.49
O -13.419 8.518 -7.392 0.07
C -12.075 8.484 -7.206 -0.13
C -11.907 7.666 -5.980 -0.28
F -11.683 8.508 -4.946 0.07
O -13.165 6.964 -5.881 0.15
H -11.722 7.861 -8.027 0.14
H -11.547 9.438 -7.204 0.15
H -11.101 6.934 -5.928 0.17
O -19.964 7.510 -19.390 0.11
C -20.442 7.238 -18.272 -0.54
O -21.740 7.036 -18.005 0.08
C -21.967 7.236 -16.670 -0.12
C -20.683 6.909 -15.974 -0.21
F -20.547 5.566 -15.843 0.08
O -19.777 7.113 -17.138 0.12
H -22.257 8.276 -16.528 0.14
H -22.816 6.584 -16.466 0.15
H -20.509 7.498 -15.073 0.17
O -13.137 14.325 -16.380 0.09
C -13.874 15.097 -17.077 -0.45
O -15.002 15.797 -16.620 0.05
C -15.614 16.542 -17.618 -0.09
C -14.581 16.445 -18.714 -0.28
F -13.719 17.485 -18.626 0.08
O -13.795 15.314 -18.368 0.15
H -16.588 16.126 -17.873 0.14
H -15.691 17.581 -17.296 0.15
H -14.945 16.358 -19.738 0.17
O -21.800 2.057 -12.313 0.16
C -21.619 2.871 -11.429 -0.42
O -20.650 2.674 -10.404 0.04
C -20.715 3.662 -9.430 -0.11
C -21.394 4.739 -10.150 -0.40
F -20.712 5.621 -10.807 0.13
O -22.216 4.044 -11.055 0.13
H -21.273 3.335 -8.552 0.14
H -19.706 3.880 -9.079 0.15
H -22.027 5.381 -9.536 0.17
O -15.317 4.175 -11.260 0.14
C -15.056 4.983 -12.159 -0.47
O -14.177 4.689 -13.139 0.06
C -14.192 5.590 -14.140 -0.10
C -14.563 6.873 -13.275 -0.23
F -15.239 7.873 -13.987 0.03
O -15.473 6.278 -12.346 0.12
H -13.183 5.693 -14.540 0.14
H -14.935 5.516 -14.935 0.14
H -13.701 7.331 -12.791 0.17
C -22.510 13.459 -8.126 -0.20
O -22.320 12.194 -7.590 -0.10
H -22.040 13.553 -9.104 0.07
H -23.573 13.682 -8.219 0.08
H -22.089 14.266 -7.525 0.08
H -23.155 11.748 -7.754 0.08
C -16.655 16.831 -6.381 -0.13
O -17.557 15.739 -6.018 -0.14
H -16.547 17.538 -5.558 0.07
H -15.668 16.430 -6.611 0.07
H -17.036 17.488 -7.162 0.07
H -17.595 14.956 -6.573 0.06
C -10.684 11.367 -11.826 -0.16
O -9.825 10.364 -11.285 -0.13
H -11.074 11.967 -11.005 0.08
H -10.195 11.889 -12.649 0.07
H -11.543 10.954 -12.355 0.07
H -9.315 10.632 -10.517 0.07
C -13.798 18.718 -10.038 -0.16
O -15.157 18.675 -10.476 -0.13
H -13.864 19.149 -9.039 0.07
H -13.366 17.719 -9.985 0.08
H -13.159 19.342 -10.663 0.07
H -15.401 19.603 -10.458 0.07
```

Values from the calculation:
**Structure (SMILES)**: O=C1OC[C@@H](F)O1.O=C1OC[C@@H](F)O1.O=C1OC[C@@H](F)O1.O=C1OC[C@@H](F)O1.O=C1OC[C@@H](F)O1.O=C1OC[C@@H](F)O1.O=C1OC[C@@H](F)O1.O=C1OC[C@@H](F)O1.CO.CO.CO.CO
**Orbital gap**: 9.7 eV
**HOMO level**: -10.1 eV
**Lowest unoccupied orbital energy**: -0.359 eV
**Electronic energy**: -108747.690 eV
**F_max**: 6.44 eV/Å